Computed, not measured: a molecular structure, C13H20NO in a non-equilibrium geometry, with ωB97M-V/def2-TZVPD.

Results
- LUMO (eV) = -3.3
- HOMO-LUMO gap (eV) = 9.5
- HOMO level (eV) = -12.786
- E (eV) = -17332.730
- net charge = +1

The geometry in XYZ format:
```
35
Properties=species:S:1:pos:R:3:forces:R:3
C 1.765 -0.943 0.474 3.0 -0.8 0.0
C 1.267 -1.913 -0.513 -1.3 -0.9 -2.0
C 1.730 1.356 -0.628 -1.7 0.3 -0.5
C 2.853 -1.294 1.214 -2.0 -1.4 -1.2
C 3.003 1.524 -0.968 -0.1 -0.5 0.0
C 0.264 -1.273 -1.516 1.6 2.3 1.2
C 0.507 2.116 -1.257 2.4 -3.2 -1.5
C -0.737 1.205 -1.271 1.1 -1.1 -1.5
C 1.145 0.397 0.356 -2.0 -3.4 -0.9
C -0.437 -0.181 -0.724 4.8 1.9 2.1
C 0.771 0.883 1.705 -0.1 1.7 1.5
C -2.730 -0.575 -0.424 -2.3 -1.1 -1.9
C -1.196 -1.981 0.767 -0.7 -2.6 0.8
N -1.446 -0.661 0.286 -0.6 4.0 -0.4
O 1.486 -3.084 -0.649 0.9 -0.3 0.8
H 3.195 -0.652 1.954 0.9 1.2 1.1
H 3.289 -2.319 1.202 -0.5 0.9 -0.3
H 3.810 1.013 -0.423 -0.4 0.2 -0.4
H 3.246 2.123 -1.849 0.1 0.0 0.5
H 1.020 -0.842 -2.252 -1.5 -0.1 0.5
H -0.396 -1.959 -1.956 -0.5 -1.2 -0.8
H 0.386 2.901 -0.650 -1.0 3.0 2.5
H 0.841 2.596 -2.167 -0.3 -0.4 -0.7
H -1.436 1.640 -0.622 -1.4 0.8 0.5
H -1.111 1.052 -2.291 -0.3 0.6 0.2
H 1.794 1.085 2.174 -1.5 0.5 -0.3
H 0.253 0.240 2.526 0.6 0.6 -2.0
H 0.172 1.819 1.478 0.8 -0.5 1.2
H -2.591 -1.003 -1.467 -0.1 0.1 1.4
H -3.499 -1.196 0.090 0.5 0.6 -0.3
H -3.139 0.432 -0.660 0.7 -0.5 0.9
H -2.002 -2.405 1.458 1.2 1.2 -0.5
H -1.286 -2.630 -0.113 0.3 0.0 0.3
H -0.168 -2.041 1.138 -0.7 -0.2 0.4
H -1.441 0.135 1.025 0.1 -2.0 -0.9
```
Positions in Å, forces in eV/Å.

Here are the Löwdin charges for atoms 1 to 6, given in e: -0.22 -0.40 -0.24 0.17 0.11 -0.01

***

Computed, not measured: 2 unconnected molecules or ions with the total composition C13H20OS in a non-equilibrium geometry, with ωB97M-V/def2-TZVPD.

Results
- LUMO (eV) = -0.1
- HOMO-LUMO gap (eV) = 8.1
- HOMO level (eV) = -8.221
- E (eV) = -26685.757
- structure (SMILES) = CCc1ccc(C(=S)C(C)(C)C)cc1.O

The geometry in XYZ format:
```
35
Properties=species:S:1:pos:R:3:forces:R:3
C 1.070 1.982 -1.214 3.4 -0.8 -1.0
C 2.262 -0.051 -0.586 2.3 0.2 0.1
C -0.054 1.453 -0.656 -1.8 3.0 -1.6
C 1.144 -0.493 0.059 -1.6 0.2 -1.0
C 2.301 1.200 -1.167 -2.4 2.1 -1.4
C -0.089 0.226 -0.109 0.5 -3.1 2.8
C 3.352 1.386 -3.505 0.8 0.5 1.5
C -3.010 0.318 2.203 -0.5 -0.3 1.6
C -2.211 -2.094 1.991 0.6 2.0 -0.2
C -0.553 -0.213 2.592 2.3 -0.2 -0.1
C 3.459 1.712 -1.970 0.7 1.5 0.6
C -1.446 -0.315 0.367 0.4 0.9 -1.9
C -1.779 -0.576 1.815 -1.3 -0.5 -0.5
O -2.528 -3.198 -0.812 1.4 -0.1 -1.3
S -2.499 -0.402 -0.879 -0.2 0.3 0.7
H 1.089 2.894 -1.876 -0.2 -0.8 1.2
H 3.217 -0.664 -0.584 -1.3 0.7 0.1
H -0.972 2.086 -0.803 0.7 -1.1 0.4
H 1.279 -1.466 0.483 -0.8 -0.4 0.4
H 2.277 1.533 -3.705 0.6 -0.6 -0.7
H 3.825 0.373 -3.650 -1.2 0.9 -0.2
H 3.971 2.108 -4.065 -0.4 -0.3 0.1
H -3.244 0.173 3.327 0.7 0.3 -1.5
H -3.966 -0.031 1.742 1.0 0.4 -0.2
H -2.813 1.398 2.017 -0.3 -0.7 0.1
H -1.439 -2.465 2.577 1.8 -1.4 0.7
H -3.011 -2.162 2.699 -1.2 0.0 -0.2
H -2.297 -2.598 1.038 -0.5 -0.1 0.4
H 0.386 -0.798 2.367 -1.2 0.3 -0.5
H -0.546 -0.408 3.625 -1.0 0.1 1.7
H -0.242 0.819 2.417 -0.2 0.1 0.2
H 3.683 2.829 -1.697 -0.8 -1.8 -0.9
H 4.297 1.224 -1.526 1.1 -0.5 0.0
H -1.611 -2.838 -1.129 -3.2 -0.8 0.2
H -3.300 -2.941 -1.386 1.8 0.0 0.5
```
Positions in Å, forces in eV/Å.

Here are the Löwdin charges for atoms 1 to 6, given in e: -0.02 -0.06 -0.12 -0.04 -0.25 -0.29

***

Computed, not measured: a molecular structure, C13H20OS2 in a non-equilibrium geometry, with ωB97M-V/def2-TZVPD.

Results
- LUMO (eV) = 0.5
- HOMO-LUMO gap (eV) = 8.9
- HOMO level (eV) = -8.358
- E (eV) = -37520.661

The geometry in XYZ format:
```
36
Properties=species:S:1:pos:R:3:forces:R:3
O -1.740 -1.767 -0.795 2.2 2.7 0.3
S 0.175 -1.172 -3.152 0.3 0.4 -0.1
S 2.752 -0.102 -2.067 -1.2 -0.8 -0.2
C -1.222 -0.687 -0.390 -3.0 -4.0 -0.1
C -3.278 0.897 -0.044 -0.6 -1.5 -0.7
C 0.147 -0.856 2.363 -3.8 1.3 1.7
C 0.727 1.463 2.993 -0.3 0.2 1.0
C 1.658 -2.175 -3.572 -0.5 1.0 -1.4
C 2.828 -1.917 -2.628 -0.7 0.3 0.6
C 0.854 -0.019 -1.908 0.4 -1.8 0.5
C -0.305 2.024 0.294 -1.1 -1.0 -1.9
C -2.172 0.045 0.545 2.8 4.1 1.4
C 0.270 -0.348 -0.483 1.1 -0.2 -0.6
C -1.228 1.231 1.235 -0.1 -2.2 1.4
C 0.614 0.819 0.490 1.3 -0.1 0.4
C 0.115 0.570 1.918 -0.9 1.1 -0.9
H -3.005 1.314 -1.004 0.0 0.1 -0.2
H -4.193 0.289 -0.146 0.2 0.5 -0.1
H -3.393 1.686 0.662 -0.8 0.7 0.3
H 0.796 -1.487 1.932 2.8 -1.9 -1.8
H -0.848 -1.234 2.101 0.2 -0.6 0.4
H 0.270 -0.954 3.436 -0.1 0.0 0.2
H 0.788 2.508 2.694 0.0 0.1 0.0
H 0.142 1.435 3.975 0.5 -0.1 -1.4
H 1.745 1.145 3.272 -0.2 0.0 -0.3
H 1.194 -3.156 -3.529 0.7 -0.5 0.1
H 1.883 -1.946 -4.654 0.1 -0.2 1.2
H 2.672 -2.499 -1.707 0.3 0.1 -0.4
H 3.808 -2.192 -3.094 -0.8 0.6 0.5
H 0.485 0.950 -2.090 0.2 1.4 -1.0
H -0.056 3.025 0.728 0.2 -1.1 -0.6
H -0.576 2.087 -0.820 -0.1 0.5 1.6
H -2.568 -0.592 1.349 0.3 0.0 -0.5
H 0.767 -1.338 -0.319 -0.3 0.9 0.8
H -1.736 1.872 1.918 -1.1 0.2 0.6
H 1.629 1.082 0.497 1.9 -0.1 -0.6
```
Positions in Å, forces in eV/Å.

Here are the Löwdin charges for atoms 1 to 6, given in e: 0.03 0.87 0.81 -0.29 -0.05 -0.02

***

Computed, not measured: a molecular structure, C13H21AlN8O2S2 in a non-equilibrium geometry, with ωB97M-V/def2-TZVPD.

Results
- LUMO (eV) = -7.3
- HOMO-LUMO gap (eV) = 7.6
- HOMO level (eV) = -14.873
- E (eV) = -58097.033
- net charge = +2

The geometry in XYZ format:
```
47
Properties=species:S:1:pos:R:3:forces:R:3
Al 0.540 -0.165 0.053 -0.6 -1.0 1.1
C 0.593 -2.574 3.662 -0.1 0.0 0.2
C 0.900 -1.835 2.414 -0.6 0.6 0.3
N 0.220 -0.832 1.971 0.4 -0.7 -0.5
N -0.706 -0.134 2.657 -0.7 0.1 0.8
C -0.696 1.206 2.433 0.1 0.2 0.0
N -1.521 1.984 3.114 0.1 -0.2 0.0
S 0.408 1.870 1.331 0.3 0.2 -0.1
C 2.111 -2.049 1.609 0.7 -0.3 -0.3
C 3.119 -2.958 1.902 -0.5 0.2 0.0
C 4.292 -2.924 1.153 0.1 0.3 -0.3
C 4.437 -1.968 0.162 -0.1 -0.2 0.3
C 3.376 -1.104 -0.085 0.2 0.0 -0.2
N 2.249 -1.155 0.607 0.0 0.2 0.0
H 0.447 -1.888 4.499 0.1 0.1 0.0
H 1.376 -3.275 3.931 0.0 0.0 0.0
H -0.336 -3.138 3.546 0.0 0.0 -0.1
H -1.227 -0.538 3.429 0.1 -0.1 -0.2
H -2.143 1.644 3.831 0.0 0.0 0.0
H -1.467 2.982 2.975 0.0 0.0 0.0
H 3.008 -3.673 2.701 0.0 -0.1 0.0
H 5.084 -3.629 1.356 0.1 0.0 0.0
H 5.345 -1.879 -0.413 0.1 0.0 -0.1
H 3.425 -0.351 -0.858 0.0 0.0 -0.1
N 0.372 -2.055 -1.179 -0.4 -0.2 0.0
N 1.055 -1.632 -2.346 0.1 -0.7 -0.1
C 1.205 -0.270 -2.570 -0.3 0.1 0.3
O 1.467 0.176 -3.641 0.2 0.1 -0.4
O 1.046 0.438 -1.457 0.6 0.9 -0.6
H 0.767 -2.949 -0.873 0.0 0.3 -0.1
H -0.622 -2.219 -1.386 0.3 0.1 0.0
H 0.956 -2.200 -3.182 0.0 0.1 0.2
S -1.862 -0.164 -0.345 0.2 -0.2 0.1
C -2.203 1.263 -1.274 0.2 -0.3 0.4
N -3.437 1.372 -1.735 -0.1 0.0 0.0
C -3.930 2.516 -2.486 -0.2 0.5 -0.3
C -2.764 3.291 -3.090 0.0 -0.1 0.2
C -1.695 3.508 -2.027 -0.2 0.4 -0.2
N -1.322 2.229 -1.447 0.1 -0.1 -0.2
H -4.083 0.619 -1.543 0.2 0.0 0.1
H -4.519 3.150 -1.815 0.0 0.0 -0.1
H -4.591 2.147 -3.271 0.0 0.0 0.1
H -3.109 4.251 -3.471 0.0 0.0 0.0
H -2.338 2.728 -3.920 0.0 0.0 -0.1
H -2.078 4.152 -1.229 0.1 0.1 -0.1
H -0.804 3.973 -2.449 -0.1 -0.1 0.0
H -0.345 2.059 -1.243 -0.3 -0.1 -0.1
```
Positions in Å, forces in eV/Å.

Here are the Löwdin charges for atoms 1 to 6, given in e: -0.23 0.04 -0.17 -0.02 0.03 -0.75